[1]
13
Properties=species:S:1:pos:R:3:forces:R:3 method="wB97M-V/def2-TZVPD" smiles="CC(=C=O)[C@H]1NC1=O" max_force_ev_per_a=4.38 e_lumo_ev=0.06 multiplicity=1 total_energy_ev=-10847.469
C -0.3343 0.3894 -1.8676 0.040 0.529 -0.591
C -0.1549 0.5124 -0.3830 -0.025 -0.349 -0.727
C 0.0036 1.6601 0.2412 -0.755 1.614 0.258
O -0.0171 2.7191 0.7433 0.385 -1.343 -0.479
C -0.1710 -0.6653 0.4646 -0.877 1.943 1.517
N 1.0430 -1.1389 1.0252 3.236 -0.546 1.059
C 0.3987 -0.4191 1.9488 -2.558 -3.253 -1.437
O 0.0358 -0.6056 3.0807 0.793 1.303 0.535
H -1.1760 1.0006 -2.2061 0.108 -0.064 -0.125
H 0.5614 0.7102 -2.4086 -0.140 -0.098 -0.061
H -0.5434 -0.6450 -2.1586 0.078 0.139 0.241
H -0.9392 -1.4127 0.2996 -0.236 0.082 0.060
H 1.2934 -2.1051 1.2204 -0.047 0.043 -0.252

=====

[2]
13
Properties=species:S:1:pos:R:3:forces:R:3 method="wB97M-V/def2-TZVPD" smiles="N#CCC(=O)[C@@H]1CO1" max_force_ev_per_a=3.63 e_lumo_ev=-0.04 multiplicity=1 total_energy_ev=-10848.167
N -3.0772 0.4849 -1.2380 -1.837 1.196 -0.968
C -2.2192 -0.0592 -0.7450 2.707 -1.470 1.361
C -1.0767 -0.8152 -0.1523 0.376 2.724 0.992
C 0.2488 -0.3558 -0.8907 -1.993 1.067 -2.834
O 0.3607 -0.5615 -2.1009 0.532 0.037 2.947
C 0.9602 0.7845 -0.1423 -0.240 -1.716 0.608
C 1.6482 0.3210 1.0567 -0.483 -0.351 2.561
O 0.3357 0.9829 1.1229 1.467 0.285 -0.225
H -1.0469 -0.6258 0.9486 0.020 0.154 -1.036
H -1.3312 -1.7980 -0.2234 -0.198 -2.997 -0.796
H 1.2386 1.6413 -0.7003 0.269 0.623 -0.492
H 1.5232 -0.7452 1.3132 0.177 0.309 -0.422
H 2.4360 0.7459 1.7517 -0.797 0.139 -1.696

=====

[3]
13
Properties=species:S:1:pos:R:3:forces:R:3 method="wB97M-V/def2-TZVPD" smiles="C#CC#CC(=O)O.N" max_force_ev_per_a=3.09 e_lumo_ev=0.16 multiplicity=1 total_energy_ev=-10847.416
C -4.1358 0.4375 0.0472 0.789 0.205 0.044
C -2.9286 0.5512 0.0819 -1.147 -0.135 -0.040
C -1.5521 0.6311 0.1101 1.207 -0.129 0.013
C -0.3379 0.6486 0.1279 -1.050 -0.907 -0.185
C 1.1196 0.7411 0.2007 -0.043 2.556 1.727
O 1.6897 0.8889 1.2654 -0.322 -0.866 -1.064
O 1.6207 1.1662 -0.9660 0.008 -0.305 -0.686
H -5.2107 0.3737 0.0229 0.534 -0.005 0.008
H 2.4118 1.7012 -0.8050 0.111 -0.387 0.242
N 1.9368 -1.8989 -0.1792 -0.087 -0.027 -0.051
H 2.9513 -1.8964 -0.1015 -0.281 -0.067 -0.028
H 1.5537 -2.4848 0.5594 0.148 0.096 -0.234
H 1.6732 -2.2867 -1.0816 0.133 -0.028 0.253

=====

[4]
13
Properties=species:S:1:pos:R:3:forces:R:3 method="wB97M-V/def2-TZVPD" max_force_ev_per_a=11.85 e_lumo_ev=-1.02 multiplicity=1 total_energy_ev=-10845.482
C -0.9548 2.3706 -0.5980 4.490 0.515 1.446
C -0.0777 0.2860 0.1904 0.569 7.230 -0.696
C 1.1577 0.5636 0.6404 -2.115 -1.294 -0.001
C 1.6213 -0.8465 0.7121 9.442 5.922 4.027
C -0.2516 -1.0157 -0.1040 -2.221 -8.504 -0.990
H -1.4245 2.7995 -1.6317 1.347 -1.358 2.835
H -1.3100 2.7011 0.3889 -0.383 1.228 -0.923
H 0.4875 2.4136 -0.3059 -3.811 1.317 -1.818
H 1.5822 1.4482 1.0213 0.631 0.552 0.263
H 2.7651 -0.8357 1.1252 -2.581 -1.118 -0.853
N 0.9401 -1.7525 0.3697 -4.354 -4.853 -2.501
O -0.9870 0.9999 -0.4153 -2.692 -0.495 -1.472
O -1.2194 -1.5507 -0.6135 1.679 0.858 0.684

=====

| no. | Kohn-Sham gap (eV) |
| --- | --- |
| 1 | 8.885 |
| 2 | 10.429 |
| 3 | 9.869 |
| 4 | 8.664 |